Arrangement A

DFT (ωB97M-V with the def2-TZVPD basis set) results for C2H3FSi in the gas phase.

```
! wB97M-V def2-TZVPD RIJCOSX def2/J DEFGRID3
* xyz 0 1
C 1.57940 -0.25337 -0.06384
C 3.05399 -0.69525 0.10903
F 3.94110 0.29473 -0.00137
Si -0.30213 -0.39940 0.01587
H 1.46171 0.83311 -0.37532
H -1.25677 -1.45336 0.39638
H -1.00384 0.85616 -0.15144
*
```

Properties
* E_HOMO (spin up / spin down): -0.309 / -0.308 Ha
* HOMO-LUMO gap (spin up / spin down): 6.781 / 6.781 eV

***

Arrangement B

DFT (ωB97M-V with the def2-TZVPD basis set) results for 3 unconnected molecules or ions with the total composition C2H3FSi.

```
! wB97M-V def2-TZVPD RIJCOSX def2/J DEFGRID3
* xyz 0 1
C -0.36393 -1.86333 0.30947
C 0.65562 -1.21839 0.22699
F 2.91655 -0.58814 -0.63552
Si 1.67879 0.37324 0.22625
H -1.11382 -2.60070 0.38573
H -1.11193 -0.11490 0.87073
H -1.68095 0.58928 1.19051
*
```

Properties
* E_HOMO: -0.379 Ha
* HOMO-LUMO gap: 9.113 eV

***

Short version: arrangement A is the least stable of them.

***

Arrangement A

DFT (ωB97M-V with the def2-TZVPD basis set) results for a gas-phase ion, CH3N2O (charge +1).

```
! wB97M-V def2-TZVPD RIJCOSX def2/J DEFGRID3
* xyz 1 1
N -0.47095 1.06831 -0.49313
C -0.09718 0.01520 0.13954
N 0.52216 -1.03509 0.54002
O 0.38186 -1.93921 -0.27484
H -1.20813 1.59788 -0.01528
H -0.07052 1.45378 -1.44387
H 0.94276 -1.16087 1.54757
*
```

Properties
* E_HOMO (spin up / spin down): -0.566 / -0.571 Ha
* HOMO-LUMO gap (spin up / spin down): 8.734 / 8.939 eV

***

Arrangement B

DFT (ωB97M-V with the def2-TZVPD basis set) results for 2 unconnected molecules or ions with the total composition CH3N2O.

```
! wB97M-V def2-TZVPD RIJCOSX def2/J DEFGRID3
* xyz 1 1
C 0.59902 -0.63600 -0.28251
N -3.26560 -0.24826 -0.28437
N -2.56801 0.33446 0.34754
O -0.50585 -0.71568 0.23967
H 1.36465 -1.51553 -0.53057
H 0.98626 0.36690 -0.45159
H -1.41682 0.42738 0.24760
*
```

Properties
* E_HOMO: -0.632 Ha
* HOMO-LUMO gap: 10.543 eV

***

Short version: arrangement A is the least stable of them.